The following is a quantum chemistry calculation of a structure of composition C11H31ClHoI2N3P2 in a non-equilibrium geometry, from OMol25.

Structure (XYZ):
```
51
Properties=species:S:1:pos:R:3:forces:R:3:lowdin_charge:R:1
I 2.144817 2.211639 1.773448 -1.5 0.5 -1.1 0.3881
I 1.930613 -1.795050 1.192491 -2.1 -0.7 -2.0 0.9984
Ho -0.534300 0.745053 0.283655 1.3 0.2 1.4 0.9296
P -3.133221 -0.000116 -0.003173 -0.5 0.3 -1.4 0.6491
C -4.341649 -0.019379 1.321307 -0.1 -0.3 0.5 -0.2635
C -3.655294 1.374083 -1.121139 0.0 0.1 0.2 -0.2683
H -4.699065 1.206833 -1.422533 0.3 0.2 0.0 0.0700
H -4.530503 -1.444018 -1.355198 0.3 0.0 0.1 0.0701
H -3.020641 1.430493 -2.020692 -0.2 -0.2 0.3 0.0346
H -2.826042 -1.464467 -1.938354 -0.2 0.2 0.3 0.0397
H -4.451510 0.988131 1.737878 -0.1 -0.2 -0.1 0.0498
H -3.584585 2.335279 -0.591586 -0.2 -0.1 -0.1 0.0493
C -3.475643 -1.450345 -1.049044 0.2 -0.4 0.1 -0.2529
H -5.302430 -0.398884 0.941979 0.3 0.2 0.3 0.0740
H -3.271752 -2.360226 -0.472774 -0.1 0.1 -0.1 0.0585
H -3.950915 -0.674181 2.117396 -0.4 0.1 -0.2 0.0551
P 3.068263 0.025342 -0.331283 2.7 -2.5 1.6 0.5230
C 4.204243 -0.086642 1.115024 1.2 0.6 0.4 -0.4701
C 3.649863 -1.435187 -1.300881 -0.2 -0.2 -0.4 -0.3221
H 3.122492 1.154842 -2.455517 0.5 0.1 0.4 0.0721
H 4.765375 1.037983 -1.642043 -0.4 -0.2 0.1 0.0855
H 3.574277 2.284247 -1.127969 0.0 -0.1 -0.1 0.0358
C 3.697247 1.273029 -1.516815 -1.4 1.0 -0.2 -0.2035
H 2.980150 -1.549843 -2.166407 0.3 0.0 0.0 0.0629
H 4.690360 -1.269275 -1.626734 -0.5 0.1 -0.1 0.0722
H 5.218880 -0.063732 0.745223 0.5 0.2 -0.1 0.0586
H 4.061932 -1.043949 1.642959 0.7 0.9 -0.5 -0.0546
H 3.586605 -2.373771 -0.727674 0.2 0.6 -0.3 -0.0100
H 4.030746 0.746773 1.824967 0.6 -1.0 -0.6 -0.1004
Cl -0.254529 0.163325 -2.112997 0.3 0.0 0.5 -0.1052
C 1.515079 -1.419731 4.350867 -0.7 -0.1 0.1 -0.0946
N 0.505711 -0.419057 4.699855 -0.9 0.7 0.2 -0.1137
C 0.570299 0.007649 6.105937 0.1 -0.1 0.5 -0.0228
C -0.344929 0.188426 3.814215 0.3 -0.1 -0.4 -0.4167
N -0.270786 0.028498 2.491488 0.9 -0.2 0.3 -0.1740
N -1.326783 1.039885 4.272252 0.9 -0.4 -0.6 -0.1616
C -2.247248 0.505209 5.230728 -0.9 0.0 0.9 -0.0475
C -1.808379 2.024362 3.324149 0.0 0.6 0.2 -0.0666
H 1.619689 -2.173567 5.143710 -0.1 0.5 0.1 0.1130
H 2.483919 -0.940066 4.159471 -0.2 -0.2 -0.1 0.0955
H 1.129941 -1.979169 3.498467 0.2 0.1 0.2 -0.0308
H -0.137148 0.814262 6.299288 0.5 0.0 0.0 0.0826
H 0.322044 -0.823598 6.791957 0.0 0.2 -0.5 0.1120
H 1.595935 0.316677 6.360696 -0.3 0.1 -0.2 0.1093
H 0.670262 -0.351576 2.290142 -0.9 0.3 0.5 -0.2197
H -2.406222 1.193584 6.056640 -0.1 0.2 0.0 0.1039
H -3.225704 0.289608 4.776994 0.2 -0.1 0.1 0.1031
H -1.827321 -0.388333 5.679529 -0.3 -0.2 -0.2 0.0898
H -0.946946 2.570450 2.931444 0.0 -0.1 -0.1 0.0541
H -2.419384 1.606767 2.499461 0.1 0.0 0.2 0.0397
H -2.408310 2.788735 3.839696 0.0 -0.4 0.0 0.1194
```
Positions in Å, forces in eV/Å.

Calculated values
- Net charge: +2
- Multiplicity: 5
- Lowest unoccupied orbital energy (spin up / spin down): -9.13 / -9.11 eV
- HOMO energy (spin up / spin down): -14.627 / -14.643 eV
- Energy relative to the best compared isomer or geometry (same formula, charge and spin): 1.883 eV
- Kohn-Sham gap (spin up / spin down): 5.5 / 5.5 eV

The following is a quantum chemistry calculation of an isolated molecule of C15H9IO4 in a non-equilibrium geometry, from OMol25.

Structure (XYZ):
```
29
Properties=species:S:1:pos:R:3:forces:R:3:lowdin_charge:R:1
O -1.049444 1.706671 1.739290 0.7 -1.2 -0.6 0.1260
O 1.675305 -1.787014 0.082434 -0.8 0.7 1.1 0.1212
I -1.494697 3.939235 -3.234217 1.5 -1.2 0.5 0.7004
O 3.144488 0.085298 -1.085712 -0.2 -0.4 -0.1 0.0649
O 1.786422 1.024105 1.447775 -0.5 -0.9 0.2 0.0460
C -0.627188 0.629557 1.335785 -0.6 2.5 0.4 -0.2488
C 0.803447 -1.128191 0.646289 1.6 -0.2 -1.7 -0.1833
C -2.930727 -2.251070 2.157548 -0.1 0.1 0.2 -0.0330
C -2.049721 -3.300433 1.836400 -0.3 0.6 0.1 -0.0454
C 1.282941 2.302548 -3.288824 -1.1 0.9 -0.4 -0.1378
C 2.242462 1.456981 -2.789425 1.0 -0.9 0.1 -0.0130
C -2.572223 -0.905061 2.040207 0.1 -0.6 -0.4 0.0282
C -0.813697 -3.016606 1.318009 1.0 0.2 0.0 0.0113
C -0.029378 1.934504 -1.304559 0.1 0.1 -0.3 -0.0914
C 0.122892 2.569269 -2.540190 -0.1 0.0 0.1 -0.6026
C 2.116211 0.823648 -1.543982 -0.6 0.3 0.7 -0.2633
C -1.296142 -0.654193 1.559212 0.6 -0.7 -0.4 -0.0843
C -0.429518 -1.687442 1.182728 -1.0 0.4 0.6 -0.0806
C 0.945125 1.049443 -0.775845 -1.2 0.3 -0.6 -0.0445
C 0.743557 0.446980 0.634452 0.8 0.2 0.1 -0.2592
H 2.800106 -0.618597 -0.476702 0.3 0.4 -0.5 0.0761
H 1.566146 1.952925 1.610769 -0.2 -0.1 -0.2 0.1191
H -3.909560 -2.526570 2.525232 -0.1 0.1 0.0 0.1079
H -2.324968 -4.332433 1.993307 -0.2 0.0 0.0 0.1117
H 1.397332 2.771171 -4.269841 0.1 -0.2 0.3 0.1027
H 3.154435 1.180413 -3.355392 -0.7 0.5 0.3 0.1345
H -3.239847 -0.070860 2.213582 -0.1 -0.2 0.3 0.1272
H -0.092216 -3.783138 1.090901 0.0 -0.2 -0.2 0.1255
H -0.921546 2.188860 -0.749233 0.0 -0.2 0.2 0.0843
```
Positions in Å, forces in eV/Å.

Calculated values
- Net charge: 0
- Lowest unoccupied orbital energy: -1.07 eV
- HOMO energy: -8.428 eV
- Energy relative to the best compared isomer or geometry (same formula, charge and spin): 0.000 eV
- Kohn-Sham gap: 7.4 eV
- SMILES: O=C1c2ccccc2C(=O)C1(O)c1cc(I)ccc1O